1.
# C4H8INO2

A 2-piece molecular cluster, C4H8INO2 overall at a distorted geometry (wB97M-V/def2-TZVPD, the Open Molecules 2025 dataset).

The gap between HOMO and LUMO (spin up / spin down) is 5.966 / 9.667 eV. Its spin multiplicity is 1. The energy above the lowest of the compared OMol25 structures with the same formula, charge and spin is 5.557 eV. As for the net charge: 0. For the HOMO energy (spin up / spin down), the calculation gives -0.277 / -0.361 Ha.

```
16
C4H8INO2 | the Open Molecules 2025 dataset | wB97M-V/def2-TZVPD
C -0.4490 -0.8355 1.8175
C 0.2563 -0.2757 -1.9962
C -0.7049 -0.8206 0.3178
C 0.4502 -0.4350 -0.5327
N 0.3595 2.3082 0.1426
O 1.4789 2.5877 0.4891
O -0.6328 2.9761 0.0271
I 2.3754 -0.3486 0.2026
H -1.3872 -0.9643 2.3515
H 0.2221 -1.6472 2.0934
H -0.0013 0.1057 2.1348
H 0.4755 -1.2111 -2.5244
H -0.7741 0.0007 -2.2145
H 0.9227 0.4829 -2.4057
H -1.0734 -1.8079 -0.0029
H -1.5177 -0.1153 0.1001
```



2.
# C4H8IrO3

C4H8IrO3 as an isolated structure at a distorted geometry (wB97M-V/def2-TZVPD, the Open Molecules 2025 dataset).

As for the expectation value of S²: 6.01. The gap between HOMO and LUMO (spin up / spin down) is 6.726 / 7.979 eV. Its spin multiplicity is 5. The energy above the lowest of the compared OMol25 structures with the same formula, charge and spin is 0.036 eV. As for the net charge: +1. For the HOMO energy (spin up / spin down), the calculation gives -0.415 / -0.514 Ha.

```
16
C4H8IrO3 | the Open Molecules 2025 dataset | wB97M-V/def2-TZVPD
C -0.3625 -1.7410 0.1776
H -0.9211 -1.9512 1.0984
H 0.6559 -2.1422 0.2052
H -0.7680 -2.2402 -0.7147
O 2.0281 -0.0171 1.4113
C 2.8618 0.3230 0.2616
H 3.7300 0.9416 0.5723
H 3.2445 -0.5927 -0.2386
O -0.5434 2.3029 -0.1008
C -1.5934 1.7719 -0.4270
C -1.7342 0.2866 -0.4416
O -0.4775 -0.2719 -0.2062
Ir 0.9922 0.9777 0.1182
H -2.5045 2.3722 -0.5879
H -2.1130 -0.0186 -1.4353
H -2.4950 -0.0011 0.3076
```



3.
# C4H8IrO3

C4H8IrO3 as an isolated structure at a distorted geometry (wB97M-V/def2-TZVPD, the Open Molecules 2025 dataset).

As for the expectation value of S²: 8.76. The gap between HOMO and LUMO (spin up / spin down) is 7.961 / 7.911 eV. Its spin multiplicity is 6. The energy above the lowest of the compared OMol25 structures with the same formula, charge and spin is 0.000 eV. As for the net charge: +2. For the HOMO energy (spin up / spin down), the calculation gives -0.635 / -0.752 Ha.

```
16
C4H8IrO3 | the Open Molecules 2025 dataset | wB97M-V/def2-TZVPD
C 2.9569 0.2844 -1.6826
O 2.4283 0.4293 -0.4083
H 2.2789 0.6664 -2.4812
H 3.9194 0.8199 -1.7904
H 3.1497 -0.7781 -1.9239
O -0.6278 1.4958 -0.5947
C -1.7669 1.1329 -0.3420
C -2.0259 0.0474 0.6446
O -0.7813 -0.5302 1.0095
C -0.8166 -1.4890 1.9962
Ir 0.8103 0.3528 0.1868
H -2.6394 1.6791 -0.7361
H -2.6844 -0.7097 0.1863
H -2.5468 0.4717 1.5190
H 0.1400 -1.9769 2.1661
H -1.7944 -1.8958 2.2509
```



4.
# C4H8N

An isolated ion of composition C4H8N and charge +1 at a distorted geometry (wB97M-V/def2-TZVPD, the Open Molecules 2025 dataset).

The gap between HOMO and LUMO is 11.009 eV. As for the SMILES: CC1=[N+](C)C1. Its spin multiplicity is 1. The energy above the lowest of the compared OMol25 structures with the same formula, charge and spin is 2.585 eV. As for the net charge: +1. For the HOMO energy, the calculation gives -0.585 Ha.

```
13
C4H8N | the Open Molecules 2025 dataset | wB97M-V/def2-TZVPD
C 0.5203 -0.2170 0.1108
C -0.2737 -1.3650 -0.1522
C 2.1018 0.3538 0.0762
C -1.8935 0.7408 0.0216
N -0.7533 -0.0481 0.0321
H -0.2308 -1.8313 -1.1541
H -0.2984 -2.1306 0.7536
H 2.3425 0.9637 -0.8586
H 2.8593 -0.4444 0.0833
H 2.3102 1.1430 0.8343
H -1.6031 1.7594 -0.1060
H -2.5511 0.6290 1.0679
H -2.5303 0.4466 -0.7087
```



5.
# C4H8N

An isolated ion of composition C4H8N and charge +1 at a distorted geometry (wB97M-V/def2-TZVPD, the Open Molecules 2025 dataset).

The gap between HOMO and LUMO is 7.652 eV. Its spin multiplicity is 1. The energy above the lowest of the compared OMol25 structures with the same formula, charge and spin is 2.848 eV. As for the net charge: +1. For the HOMO energy, the calculation gives -0.597 Ha.

```
13
C4H8N | the Open Molecules 2025 dataset | wB97M-V/def2-TZVPD
C 1.8446 0.5743 0.1994
C 0.4181 0.0984 -0.0704
C 0.1755 -0.6138 -1.2489
C -1.8479 -0.0889 0.6876
N -0.4922 0.4393 0.8106
H 1.7651 1.6007 0.5438
H 2.5143 0.3482 -0.6200
H 2.1615 0.0030 1.0780
H -0.8520 -0.7045 -1.5973
H 0.9234 -1.0969 -1.8667
H -1.8938 -1.1104 0.3228
H -2.4657 0.5677 0.0642
H -2.2509 -0.0170 1.6968
```



6.
# C4H8N

An isolated ion of composition C4H8N and charge +1 at a distorted geometry (wB97M-V/def2-TZVPD, the Open Molecules 2025 dataset).

The gap between HOMO and LUMO is 12.897 eV. As for the SMILES: C1C[C@H]2[NH2+][C@@H]12. Its spin multiplicity is 1. The energy above the lowest of the compared OMol25 structures with the same formula, charge and spin is 1.584 eV. As for the net charge: +1. For the HOMO energy, the calculation gives -0.604 Ha.

```
13
C4H8N | the Open Molecules 2025 dataset | wB97M-V/def2-TZVPD
C -1.0806 -0.0207 -0.5259
C -0.6539 -0.5955 0.8730
C 0.1088 0.8490 -0.5275
C 0.5863 0.2490 0.7273
N 1.2681 -0.0162 -0.4877
H -1.2953 -0.6655 -1.3486
H -1.9943 0.5695 -0.3629
H -1.4028 -0.3263 1.5115
H -0.3283 -1.6087 0.8587
H 0.2274 1.8116 -1.0606
H 1.1327 0.5274 1.4909
H 1.1746 -1.0834 -0.6361
H 2.2574 0.3097 -0.5123
```